(1)
Here is C41H41AsBKN11P2Se2 as an isolated structure from OMol25. Energies are from ωB97M-V/def2-TZVPD.

Results
* gap between HOMO and LUMO (spin up / spin down): 7.05 / 4.30 eV
* spin multiplicity: 2
* energy above the lowest of the compared OMol25 structures with the same formula, charge and spin: 0.0 kJ/mol
* total charge: 0

Each line ends with the Löwdin charge.
Atoms and positions in Å:
1 K -0.06688 -0.03535 0.14543  0.47
2 C -3.21233 1.20252 -3.27175  -0.08
3 C -1.91229 1.23192 -2.74317  -0.19
4 N -1.92009 1.03754 -1.43418  -0.02
5 N -3.22196 0.89154 -1.08043  0.01
6 C -4.01545 0.99033 -2.17221  -0.09
7 B -3.51029 0.67291 0.43516  -0.65
8 N -2.73370 1.72636 1.25969  -0.01
9 C -3.19748 2.95482 1.58998  -0.08
10 C -2.18260 3.64659 2.21073  -0.07
11 C -1.10895 2.73783 2.21104  -0.17
12 N -1.43990 1.59558 1.63223  -0.02
13 N -3.15773 -0.79276 0.87282  0.00
14 C -4.00114 -1.84148 0.73604  -0.10
15 C -3.36259 -2.97720 1.18296  -0.09
16 C -2.09968 -2.50978 1.58479  -0.20
17 N -1.97915 -1.20511 1.39258  -0.04
18 N -5.00410 0.84795 0.79801  -0.04
19 C -5.46243 0.71970 2.06585  -0.10
20 C -6.82068 0.92202 2.05378  -0.07
21 C -7.11154 1.16820 0.69877  -0.17
22 N -6.02132 1.12197 -0.05046  0.06
23 H -3.52580 1.34040 -4.29400  0.08
24 H -0.97074 1.37509 -3.25476  0.10
25 H -5.08355 0.92571 -2.07077  0.09
26 H -4.21527 3.23450 1.36365  0.12
27 H -2.22051 4.64673 2.61144  0.08
28 H -0.11145 2.84995 2.61645  0.09
29 H -4.99744 -1.69739 0.34406  0.13
30 H -3.75894 -3.97883 1.22551  0.09
31 H -1.27311 -3.06029 2.01329  0.10
32 H -4.78141 0.49770 2.87448  0.13
33 H -7.49692 0.89768 2.89331  0.08
34 H -8.06563 1.37742 0.23589  0.09
35 Se 6.16671 -2.62590 2.05429  0.68
36 P 5.69161 -0.57778 2.78173  0.73
37 C 5.87404 -0.80800 4.54790  -0.37
38 C 7.03886 -0.36499 5.17292  -0.07
39 C 7.22813 -0.60977 6.52461  -0.07
40 C 6.25972 -1.29379 7.24484  -0.06
41 C 5.10056 -1.73912 6.61922  -0.06
42 C 4.90129 -1.50348 5.27106  -0.08
43 C 6.89940 0.61658 2.21782  -0.37
44 C 7.95432 0.29739 1.37359  -0.11
45 C 8.83665 1.29475 0.97626  -0.06
46 C 8.67221 2.59229 1.43549  -0.06
47 C 7.62407 2.90786 2.29458  -0.07
48 C 6.73036 1.92537 2.67921  -0.09
49 C 4.07078 -0.10772 2.32944  -0.46
50 C 3.40457 0.09055 1.11353  -0.45
51 N 2.13595 0.38018 1.43197  -0.10
52 N 2.01745 0.37372 2.75592  -0.03
53 N 3.16742 0.08507 3.32550  0.00
54 P 3.88044 0.17162 -0.62034  0.55
55 Se 2.30164 -0.11510 -1.98496  0.36
56 C 5.16038 -1.10686 -0.83373  -0.37
57 C 6.47869 -0.81759 -1.17434  -0.11
58 C 7.36386 -1.84206 -1.49024  -0.08
59 C 6.93954 -3.16292 -1.47577  -0.09
60 C 5.62715 -3.46379 -1.13116  -0.11
61 C 4.74089 -2.44271 -0.80831  -0.16
62 C 4.70593 1.77099 -0.81982  -0.34
63 C 5.24201 2.10153 -2.06707  -0.10
64 C 5.80418 3.34842 -2.27523  -0.07
65 C 5.80760 4.28978 -1.25051  -0.07
66 C 5.24820 3.97817 -0.02244  -0.08
67 C 4.69880 2.71994 0.19583  -0.08
68 H 7.79476 0.17108 4.61332  0.11
69 H 8.12938 -0.26271 7.01247  0.11
70 H 6.40642 -1.48125 8.30129  0.11
71 H 4.34463 -2.26574 7.18674  0.11
72 H 3.99110 -1.83242 4.78964  0.10
73 H 8.08631 -0.72036 1.02672  0.06
74 H 9.65529 1.05339 0.30938  0.11
75 H 9.36201 3.36650 1.12246  0.11
76 H 7.49963 3.92167 2.65380  0.11
77 H 5.90124 2.17101 3.33570  0.13
78 H 6.82165 0.20967 -1.19324  0.10
79 H 8.38536 -1.60278 -1.76210  0.11
80 H 7.62597 -3.95888 -1.73768  0.11
81 H 5.28671 -4.49192 -1.12035  0.11
82 H 3.70734 -2.67578 -0.58374  0.11
83 H 5.19402 1.38830 -2.88234  0.11
84 H 6.21966 3.59697 -3.24417  0.11
85 H 6.22969 5.27302 -1.42101  0.11
86 H 5.22352 4.71862 0.76811  0.11
87 H 4.24263 2.49066 1.15063  0.10
88 C -0.56678 -2.11293 -3.77626  -0.33
89 As -1.37841 -2.35233 -1.99743  1.06
90 C -3.11228 -2.98100 -2.66072  -0.32
91 C -0.59445 -4.12562 -1.64758  -0.33
92 H -0.67684 -3.02414 -4.36650  0.02
93 H 0.49141 -1.87161 -3.67990  -0.03
94 H -1.07052 -1.28934 -4.28139  0.01
95 H -2.98118 -3.71049 -3.46177  0.02
96 H -3.67121 -2.12002 -3.02789  0.01
97 H -3.66595 -3.42867 -1.83745  0.01
98 H -0.77143 -4.81075 -2.47873  0.02
99 H -1.03096 -4.53604 -0.73740  0.01
100 H 0.48124 -4.01598 -1.49919  0.01

---

(2)
Here is one molecule with the formula C3H5FN2S in a non-equilibrium geometry from OMol25. Energies are from ωB97M-V/def2-TZVPD.

Results
* gap between HOMO and LUMO: 10.33 eV
* spin multiplicity: 1
* energy above the lowest of the compared OMol25 structures with the same formula, charge and spin: 85.9 kJ/mol
* total charge: 0
* structure (SMILES): [H]/N=C(/NS)C(=C)F

Each line ends with the Löwdin charge.
Atoms and positions in Å:
1 H -1.99718 1.87252 -0.09981  0.05
2 N -0.99196 1.98488 -0.10539  0.14
3 C -0.41758 0.84184 -0.14643  -0.48
4 N 0.95414 0.79134 -0.35996  -0.39
5 S 1.96134 -0.33232 0.42047  0.76
6 C -1.11565 -0.47178 -0.04588  -0.34
7 C -2.13880 -0.73628 0.75558  0.11
8 F -0.62398 -1.41538 -0.87384  0.04
9 H 1.36755 1.73709 -0.44151  0.10
10 H 2.25630 -1.12222 -0.64268  -0.13
11 H -2.62060 -1.69679 0.76503  0.07
12 H -2.47471 0.02858 1.43383  0.07

---

(3)
Here is an isolated ion of composition C3H4NS and charge +1 in a non-equilibrium geometry from OMol25. Energies are from ωB97M-V/def2-TZVPD.

Results
* gap between HOMO and LUMO: 8.31 eV
* spin multiplicity: 1
* energy above the lowest of the compared OMol25 structures with the same formula, charge and spin: 517.5 kJ/mol
* total charge: +1
* structure (SMILES): C1#S2=C1[NH2+]C2

Each line ends with the Löwdin charge.
Atoms and positions in Å:
1 C 2.14865 -0.63491 1.87496  -0.18
2 S 0.64926 0.25927 2.41858  0.97
3 C 1.45786 -0.93257 0.87885  -0.24
4 N 0.63951 -0.44497 -0.12821  0.02
5 C -0.22128 0.39274 0.69022  -0.28
6 H 1.27181 0.16017 -0.79278  0.26
7 H 0.05430 -1.06708 -0.70196  0.20
8 H -0.34531 1.40671 0.43163  0.09
9 H -1.22867 -0.19415 0.71969  0.16

---

(4)
Here is a 3-piece molecular cluster, C22H49BrN8O4P2 overall in a non-equilibrium geometry from OMol25. Energies are from ωB97M-V/def2-TZVPD.

Results
* gap between HOMO and LUMO: 7.62 eV
* spin multiplicity: 1
* energy above the lowest of the compared OMol25 structures with the same formula, charge and spin: 281.3 kJ/mol
* total charge: 0
* structure (SMILES): CC(=O)OCCCC[C@@H](C#N)[C@@H](Br)C#N.CN(C)P(=O)(N(C)C)N(C)C.CN(C)P(=O)(N(C)C)N(C)C

Each line ends with the Löwdin charge.
Atoms and positions in Å:
1 C -1.09070 0.95310 -4.82924  0.02
2 C -1.18515 0.33175 -3.41753  -0.50
3 O -1.30014 1.07207 -2.49966  0.11
4 O -1.10020 -1.01177 -3.15764  -0.02
5 C -1.89436 -1.82053 -4.04939  -0.16
6 C -1.05725 -2.23859 -5.31681  -0.19
7 C -1.04922 -3.77526 -5.58515  -0.19
8 C -0.00821 -4.08296 -6.73590  -0.21
9 C -0.33281 -3.35997 -8.06910  -0.31
10 C 0.79507 -3.49048 -9.09374  -0.19
11 N 1.68662 -3.56815 -9.77011  0.16
12 C -1.68717 -3.81497 -8.76065  -0.59
13 Br -2.19686 -5.67537 -8.33201  0.76
14 C -2.78882 -2.83530 -8.37116  -0.26
15 N -3.55078 -2.17708 -7.87129  0.18
16 H -0.39744 0.31493 -5.42868  0.07
17 H -2.05766 0.94243 -5.37354  0.10
18 H -0.62637 1.95701 -4.81779  0.10
19 H -2.23440 -2.71684 -3.48514  0.13
20 H -2.83333 -1.31038 -4.37074  0.13
21 H -0.00304 -1.95027 -5.09157  0.13
22 H -1.42237 -1.62479 -6.16331  0.08
23 H -2.04536 -4.20724 -5.79712  0.09
24 H -0.59569 -4.24030 -4.67871  0.13
25 H 0.18886 -5.16721 -6.84697  0.10
26 H 0.95214 -3.64707 -6.36607  0.13
27 H -0.44362 -2.26338 -7.91724  0.14
28 H -1.56490 -3.76461 -9.85800  0.10
29 C -4.90111 3.87152 2.51464  -0.12
30 N -3.61598 3.82536 1.83583  -0.36
31 C -3.25350 5.17196 1.41045  -0.15
32 P -2.27023 2.97847 2.52496  0.75
33 O -2.21382 3.81520 3.80368  -0.32
34 N -2.69035 1.50510 3.28899  -0.32
35 C -3.93301 0.78792 3.11670  -0.14
36 C -2.17918 1.28850 4.63742  -0.15
37 N -2.16031 2.00565 1.02364  -0.27
38 C -0.76710 1.85428 0.58785  -0.14
39 C -3.00309 2.17773 -0.15536  -0.13
40 H -5.61484 4.45962 1.93015  0.08
41 H -4.83725 4.30611 3.51837  0.09
42 H -5.35037 2.88190 2.58561  0.05
43 H -2.32020 5.15183 0.83420  0.07
44 H -3.10752 5.84782 2.26127  0.08
45 H -4.01898 5.59398 0.75319  0.08
46 H -4.71416 1.15883 3.79031  0.08
47 H -3.79039 -0.27684 3.33211  0.08
48 H -4.30155 0.83113 2.09135  0.07
49 H -2.79422 1.79752 5.39119  0.08
50 H -1.15800 1.65695 4.72907  0.06
51 H -2.15237 0.22224 4.87873  0.08
52 H -0.38071 2.78976 0.17018  0.08
53 H -0.66631 1.06568 -0.15778  0.07
54 H -0.13223 1.57520 1.43726  0.05
55 H -2.81987 3.12609 -0.67103  0.08
56 H -4.06083 2.10623 0.09177  0.07
57 H -2.81354 1.37340 -0.86748  0.06
58 C 4.48047 -2.73095 3.91918  -0.12
59 N 3.46037 -1.70778 4.08536  -0.35
60 C 2.32286 -2.27849 4.79840  -0.15
61 P 3.86621 -0.12911 4.67035  0.74
62 O 4.40085 -0.59766 6.02207  -0.31
63 N 5.34664 0.48197 4.07268  -0.32
64 C 6.06740 -0.02360 2.92663  -0.14
65 C 6.28678 1.01676 5.05138  -0.14
66 N 3.11540 0.58869 3.21478  -0.29
67 C 2.30238 1.76226 3.58075  -0.14
68 C 2.44071 -0.14584 2.15864  -0.14
69 H 4.02842 -3.65725 3.55276  0.08
70 H 5.01586 -2.95327 4.84877  0.09
71 H 5.20277 -2.45313 3.15270  0.05
72 H 1.51182 -1.54363 4.87387  0.07
73 H 2.58824 -2.59010 5.81523  0.08
74 H 1.91665 -3.13990 4.26106  0.08
75 H 6.72095 -0.86195 3.19386  0.08
76 H 6.69835 0.76237 2.49755  0.08
77 H 5.40328 -0.33712 2.12020  0.07
78 H 6.86743 0.21937 5.53350  0.08
79 H 5.76387 1.57195 5.82857  0.07
80 H 6.98497 1.71440 4.58144  0.08
81 H 1.37659 1.46531 4.08454  0.07
82 H 2.05058 2.36561 2.70564  0.07
83 H 2.86550 2.41089 4.25996  0.08
84 H 1.50612 -0.60523 2.49932  0.08
85 H 3.07626 -0.91469 1.72439  0.07
86 H 2.19645 0.53217 1.33341  0.08

---

(5)
Here is a 4-piece molecular cluster, C31H59Cl2F3NO15PS2 overall in a non-equilibrium geometry from OMol25. Energies are from ωB97M-V/def2-TZVPD.

Results
* gap between HOMO and LUMO: 8.66 eV
* spin multiplicity: 1
* total charge: 0
* structure (SMILES): CCCCC[C@]1(P(O)Cl)[C@@H](S(=O)(=O)C(F)(F)F)[C@@](Cl)(CC(=O)OC(C)=O)OS(=O)(=O)[C@@]1(CCCCOC)ON=O.CCOCC.CCOCC.CCOCC

Each line ends with the Löwdin charge.
Atoms and positions in Å:
1 C 1.03394 6.60128 1.04675  -0.11
2 C -0.50497 6.26493 1.02418  -0.24
3 C -0.66861 4.92468 0.21743  -0.20
4 C -0.20225 3.75586 1.16658  -0.23
5 C -0.96463 2.43344 0.86162  -0.19
6 C -0.18521 1.08202 1.01830  -0.42
7 P 0.91630 1.08186 2.58538  0.75
8 O 2.31179 1.92739 2.28560  -0.33
9 Cl -0.02978 2.21886 4.10048  0.35
10 C 0.59461 0.60594 -0.29121  -0.25
11 S 1.37589 1.97313 -1.22704  0.78
12 O 0.39836 2.86426 -1.78661  -0.26
13 O 2.34484 2.73314 -0.48972  -0.26
14 C 2.28704 1.37101 -2.76060  -0.70
15 F 1.49925 0.69944 -3.58234  0.13
16 F 3.42248 0.76513 -2.49254  0.15
17 F 2.60241 2.49901 -3.39427  0.15
18 C 1.49552 -0.66180 -0.08765  -0.70
19 Cl 1.69091 -1.62815 -1.63246  0.85
20 C 2.96148 -0.37767 0.38476  -0.06
21 C 3.95891 -1.47330 -0.06956  -0.52
22 O 4.86115 -1.17513 -0.77219  0.14
23 O 3.83015 -2.76949 0.36751  0.08
24 C 5.12061 -3.38163 0.28625  -0.47
25 C 5.50866 -4.23899 -0.92250  0.03
26 O 5.88557 -3.20422 1.13984  0.19
27 O 0.99125 -1.60365 0.86389  -0.22
28 S -0.62682 -1.75319 0.86030  0.68
29 O -0.95706 -2.66163 1.90022  -0.21
30 O -1.10357 -2.19892 -0.41176  -0.25
31 C -1.27740 -0.05699 1.30474  -0.43
32 C -2.57777 0.09951 0.48855  -0.14
33 C -3.62963 -1.05769 0.73366  -0.16
34 C -5.05247 -0.45054 0.71607  -0.15
35 C -5.54253 -0.00723 -0.69355  -0.21
36 O -4.56159 -0.16332 -1.72230  -0.24
37 C -4.62950 0.89743 -2.65539  -0.11
38 O -1.50579 -0.18293 2.71524  -0.16
39 N -2.59078 0.59374 3.13806  -0.02
40 O -2.99443 0.21845 4.16320  0.12
41 H 1.54698 6.16865 0.17056  0.07
42 H 1.20293 7.69354 1.05456  0.07
43 H 1.50803 6.19812 1.96023  0.07
44 H -1.05591 7.07279 0.51062  0.10
45 H -0.82547 6.16222 2.07359  0.10
46 H -0.01742 5.03366 -0.65976  0.09
47 H -1.72991 4.72849 -0.01484  0.11
48 H 0.89377 3.68177 1.23489  0.08
49 H -0.53438 4.09229 2.16757  0.07
50 H -1.41081 2.44005 -0.15480  0.11
51 H -1.84333 2.42127 1.53455  0.11
52 H 2.87381 1.83890 3.07395  0.07
53 H -0.22389 0.27890 -0.97497  0.13
54 H 3.02320 -0.36137 1.48975  0.12
55 H 3.38864 0.56834 0.02979  0.11
56 H 5.93653 -3.57867 -1.69834  0.09
57 H 6.21454 -5.03371 -0.65077  0.09
58 H 4.58159 -4.67232 -1.34316  0.09
59 H -2.34056 0.18362 -0.58816  0.13
60 H -3.14340 1.01331 0.73725  0.11
61 H -3.44451 -1.60309 1.67226  0.12
62 H -3.53968 -1.72598 -0.13761  0.10
63 H -5.11965 0.43734 1.37802  0.11
64 H -5.78252 -1.19162 1.09474  0.12
65 H -6.44291 -0.57909 -1.01168  0.13
66 H -5.87264 1.05442 -0.69491  0.12
67 H -4.27460 1.86103 -2.22609  0.09
68 H -5.65659 1.07051 -3.03248  0.09
69 H -3.98903 0.69436 -3.53153  0.10
70 C -1.07898 1.71647 7.87212  -0.07
71 C 0.22376 2.41928 7.52884  -0.31
72 O 0.57952 3.43996 8.44621  -0.16
73 C 0.77283 3.03592 9.79109  -0.28
74 C 1.87215 2.00224 9.96745  -0.08
75 H -1.89743 2.43746 7.92751  0.08
76 H -1.31834 0.97003 7.11219  0.07
77 H -1.02644 1.20609 8.83486  0.07
78 H 0.11619 2.90366 6.55874  0.04
79 H 1.04248 1.69837 7.42608  0.11
80 H -0.17108 2.68016 10.21868  0.11
81 H 1.04102 3.93797 10.34361  0.12
82 H 1.65052 1.07406 9.43865  0.06
83 H 2.00015 1.76299 11.02442  0.08
84 H 2.81870 2.38298 9.57853  0.08
85 C 3.42759 -1.58402 -5.56682  -0.07
86 C 4.75996 -1.59142 -4.83295  -0.27
87 O 5.36994 -2.87072 -4.76812  -0.16
88 C 5.67938 -3.48262 -6.00919  -0.28
89 C 6.63926 -2.67559 -6.86646  -0.08
90 H 2.73063 -2.28056 -5.09477  0.08
91 H 2.99117 -0.58385 -5.54955  0.07
92 H 3.53185 -1.88264 -6.61088  0.07
93 H 4.59754 -1.27967 -3.79964  0.10
94 H 5.45092 -0.86311 -5.27052  0.11
95 H 4.75925 -3.70928 -6.55901  0.11
96 H 6.13907 -4.44274 -5.76833  0.12
97 H 6.22488 -1.70498 -7.14270  0.07
98 H 6.86966 -3.21541 -7.78640  0.08
99 H 7.57032 -2.49259 -6.32643  0.08
100 C -6.34853 -4.58975 -4.72186  -0.08
101 C -5.02809 -3.89379 -5.00758  -0.28
102 O -4.68963 -2.89950 -4.05699  -0.16
103 C -4.54290 -3.33721 -2.71501  -0.28
104 C -3.46068 -4.38760 -2.52997  -0.07
105 H -7.16080 -3.86122 -4.67477  0.08
106 H -6.57198 -5.31508 -5.50624  0.08
107 H -6.33123 -5.12324 -3.77055  0.06
108 H -5.09785 -3.38382 -5.96978  0.12
109 H -4.21520 -4.62199 -5.10133  0.11
110 H -5.50497 -3.69117 -2.32544  0.11
111 H -4.28226 -2.45329 -2.13428  0.09
112 H -3.67532 -5.30101 -3.08766  0.06
113 H -3.36757 -4.65314 -1.47549  0.08
114 H -2.49864 -4.00835 -2.88033  0.08